(1)
Here is a molecular structure, C47H45CsI2N2OPSb from OMol25. Energies are from ωB97M-V with the def2-TZVPD basis set.

Structure (ORCA input):
```
! RIJCOSX wB97M-V def2-TZVPD def2/J DEFGRID3
* xyz 0 1
Cs -0.435 0.806 1.393
I 5.965 3.156 4.590
C 4.440 1.945 3.855
C 3.222 1.894 4.519
C 2.203 1.118 3.998
I 0.326 1.120 4.909
C 2.341 0.343 2.822
O 1.381 -0.348 2.333
C 3.598 0.441 2.167
C 3.722 -0.319 0.887
N 3.094 0.428 -0.214
C 3.170 -0.311 -1.465
C 2.578 0.482 -2.600
C 3.400 1.181 -3.478
C 2.828 1.891 -4.523
C 1.449 1.875 -4.655
C 0.709 1.161 -3.725
N 1.246 0.481 -2.717
C 4.618 1.220 2.677
H 3.064 2.467 5.423
H 3.182 -1.263 0.988
H 4.775 -0.556 0.672
H 3.583 1.314 -0.314
H 2.604 -1.238 -1.341
H 4.203 -0.595 -1.725
H 4.474 1.148 -3.345
H 3.448 2.436 -5.224
H 0.951 2.400 -5.460
H -0.373 1.128 -3.803
H 5.566 1.263 2.152
C -3.571 -1.831 -2.573
C -4.257 -2.651 -1.511
C -5.513 -3.190 -1.775
C -6.175 -3.972 -0.841
C -5.576 -4.233 0.381
C -4.321 -3.706 0.655
C -3.652 -2.915 -0.273
Sb -1.700 -2.079 0.063
C -0.642 -3.431 -1.212
C 0.147 -2.790 -2.167
C 0.839 -3.510 -3.131
C 0.739 -4.893 -3.144
C -0.037 -5.536 -2.191
C -0.734 -4.828 -1.213
C -1.528 -5.599 -0.195
C -1.335 -2.758 2.065
C -2.323 -2.450 3.001
C -2.167 -2.753 4.345
C -0.995 -3.362 4.767
C 0.009 -3.629 3.852
C -0.129 -3.320 2.500
C 1.034 -3.556 1.576
H -4.231 -1.673 -3.425
H -2.668 -2.328 -2.939
H -3.269 -0.851 -2.197
H -5.978 -2.991 -2.734
H -7.152 -4.378 -1.072
H -6.076 -4.848 1.117
H -3.857 -3.935 1.606
H 0.229 -1.707 -2.172
H 1.445 -2.991 -3.863
H 1.269 -5.474 -3.888
H -0.096 -6.618 -2.195
H -1.040 -6.550 0.024
H -2.534 -5.816 -0.560
H -1.636 -5.055 0.743
H -3.241 -1.965 2.682
H -2.947 -2.507 5.054
H -0.850 -3.604 5.812
H 0.942 -4.062 4.194
H 1.957 -3.635 2.151
H 1.161 -2.727 0.877
H 0.916 -4.469 0.989
C -2.700 4.843 0.443
P -1.343 3.635 0.148
C -0.085 4.168 1.367
C -0.447 4.835 2.535
C 0.502 5.130 3.507
C 1.823 4.758 3.329
C 2.197 4.082 2.174
C 1.253 3.786 1.206
C -0.720 4.332 -1.431
C -1.320 3.854 -2.595
C -1.040 4.424 -3.829
C -0.122 5.459 -3.920
C 0.502 5.928 -2.771
C 0.195 5.379 -1.534
H -3.246 4.602 1.355
H -3.397 4.752 -0.391
H -2.341 5.872 0.493
H -1.474 5.133 2.699
H 0.200 5.647 4.409
H 2.564 4.975 4.088
H 3.223 3.761 2.043
H 1.569 3.255 0.312
H -2.031 3.036 -2.532
H -1.537 4.055 -4.718
H 0.105 5.900 -4.882
H 1.218 6.737 -2.836
H 0.670 5.770 -0.644
*
```

HOMO energy   -0.2520 hartree
Energy relative to the best compared isomer or geometry (same formula, charge and spin)   16.04 kcal per mole
DFT total energy   -3199.8638 a.u.
LUMO level   0.07 eV
Max |F|   0.050 Eh/bohr

=====

(2)
Here is a molecular structure, C12H34AgN3O4 from OMol25. Energies are from ωB97M-V with the def2-TZVPD basis set.

Structure (ORCA input):
```
! RIJCOSX wB97M-V def2-TZVPD def2/J DEFGRID3
* xyz 1 2
Ag -1.760 2.910 -2.725
O -0.682 1.750 -1.212
H 0.159 1.285 -1.391
C 1.664 0.391 1.064
C 2.613 1.500 0.737
C 3.555 1.212 -0.459
O 4.335 2.324 -1.010
C 5.640 2.292 -0.410
N 1.793 2.659 0.409
H 0.993 0.743 1.847
H 2.312 -0.479 1.170
H 1.036 0.149 0.207
H 3.270 1.660 1.591
H 2.991 0.865 -1.324
H 4.208 0.392 -0.162
H 6.321 3.119 -0.609
H 6.229 1.423 -0.704
H 5.513 2.419 0.665
H 0.840 2.347 0.286
H 2.082 2.873 -0.535
C -1.468 2.039 2.654
C -2.039 0.748 1.973
C -3.266 -0.060 2.711
O -2.586 -1.092 3.444
C -3.317 -2.312 3.497
N -2.737 1.155 0.736
H -2.188 2.858 2.666
H -0.635 2.538 2.159
H -1.229 1.948 3.713
H -1.238 0.072 1.674
H -4.028 -0.384 2.002
H -3.765 0.597 3.423
H -4.022 -2.229 4.324
H -2.651 -3.071 3.907
H -3.692 -2.563 2.505
H -2.914 0.330 0.181
H -1.939 1.452 0.192
C -2.259 -3.120 -2.275
C -1.538 -2.010 -1.453
C -0.024 -1.861 -1.832
O 0.282 -1.834 -3.231
C 1.726 -1.865 -3.454
N -2.205 -0.752 -1.630
H -1.730 -4.059 -2.113
H -2.326 -2.861 -3.332
H -3.274 -3.237 -1.895
H -1.634 -2.319 -0.412
H 0.593 -2.680 -1.461
H 0.346 -0.916 -1.434
H 2.145 -0.860 -3.415
H 1.996 -2.319 -4.408
H 2.291 -2.440 -2.721
H -2.272 -0.700 -2.636
H -1.515 -0.027 -1.493
*
```

HOMO energy (alpha / beta)   -0.4208 / -0.4205 hartree
<S²>   0.75
Energy relative to the best compared isomer or geometry (same formula, charge and spin)   56.29 kcal per mole
DFT total energy   -1089.2921 a.u.
LUMO level (alpha / beta)   -4.73 / -7.88 eV
Max |F|   0.090 Eh/bohr

=====

(3)
Here is a molecular structure, C7H11Cl2N2 from OMol25. Energies are from ωB97M-V with the def2-TZVPD basis set.

Structure (ORCA input):
```
! RIJCOSX wB97M-V def2-TZVPD def2/J DEFGRID3
* xyz 1 1
C 0.381 -0.852 0.644
C 0.557 0.473 1.179
C -0.229 1.299 -0.954
C 0.875 1.503 0.026
C -0.845 0.134 -1.073
C -3.401 -1.262 -0.341
C 2.253 1.206 -0.660
N -0.474 -1.019 -0.441
N 0.960 -1.958 1.176
Cl -4.798 -2.109 -0.912
Cl -3.873 -0.321 0.913
H -0.451 0.827 1.613
H 1.309 0.529 1.911
H -0.360 2.260 -1.529
H 0.894 2.530 0.410
H -1.821 0.087 -1.606
H 2.123 0.116 -1.049
H 3.222 1.183 -0.005
H 2.488 1.847 -1.411
H -0.944 -1.858 -0.805
H 1.425 -1.751 2.047
H 0.707 -2.863 0.866
*
```

HOMO energy   -0.4699 hartree
Energy relative to the best compared isomer or geometry (same formula, charge and spin)   54.22 kcal per mole
DFT total energy   -1302.8581 a.u.
LUMO level   -4.28 eV
Max |F|   0.102 Eh/bohr

=====

(4)
Here is 2 unconnected molecules or ions with the total composition C6H12O from OMol25. Energies are from ωB97M-V with the def2-TZVPD basis set.

Structure (ORCA input):
```
! RIJCOSX wB97M-V def2-TZVPD def2/J DEFGRID3
* xyz 0 1
C -1.908 -1.724 -1.033
C -3.287 -1.751 -0.868
C -1.028 -0.421 -0.963
C -0.250 -0.468 0.384
C -0.148 0.596 1.260
C 0.839 0.383 2.390
H -1.348 -2.718 -0.929
H -3.842 -2.643 -0.736
H -3.819 -0.823 -1.109
H -1.687 0.436 -0.999
H -0.336 -0.214 -1.856
H 0.360 -1.331 0.580
H -0.863 1.402 1.176
H 1.772 0.239 2.029
H 0.538 -0.604 2.894
H 0.920 1.186 3.114
H 5.185 2.336 -2.127
H 4.406 3.575 -1.624
O 4.496 2.544 -1.584
*
```

HOMO energy   -0.3233 hartree
Structure (SMILES)   C=CC/C=C/C.O
Energy relative to the best compared isomer or geometry (same formula, charge and spin)   66.44 kcal per mole
DFT total energy   -310.9534 a.u.
LUMO level   0.93 eV
Max |F|   0.109 Eh/bohr

=====

(5)
Here is 4 unconnected molecules or ions with the total composition CH9O4 from OMol25. Energies are from ωB97M-V with the def2-TZVPD basis set.

Structure (ORCA input):
```
! RIJCOSX wB97M-V def2-TZVPD def2/J DEFGRID3
* xyz -1 1
C 0.948 -1.457 -0.451
O 0.207 -0.349 -0.091
H 1.800 -1.583 0.235
H 0.377 -2.406 -0.439
H 1.299 -1.407 -1.498
H -0.929 2.198 1.396
H -1.098 0.720 1.077
O -1.583 1.562 1.102
H -1.056 -0.513 -0.998
H -2.339 -0.119 -1.823
O -1.766 -0.869 -1.652
H 1.022 0.744 0.772
H 1.636 2.139 0.926
O 1.483 1.343 1.445
*
```

HOMO energy   -0.1491 hartree
Energy relative to the best compared isomer or geometry (same formula, charge and spin)   3.85 kcal per mole
DFT total energy   -344.4888 a.u.
LUMO level   4.13 eV
Max |F|   0.011 Eh/bohr

=====

(6)
Here is a molecular structure, C21H59N6O11VZn from OMol25. Energies are from ωB97M-V with the def2-TZVPD basis set.

Structure (ORCA input):
```
! RIJCOSX wB97M-V def2-TZVPD def2/J DEFGRID3
* xyz 3 2
Zn -1.149 1.404 -3.419
O 3.444 0.905 -2.373
V 2.188 1.881 -2.829
O 2.115 3.091 -1.785
C 0.107 0.833 0.603
C 0.307 0.003 -0.703
C -0.312 -1.405 -0.476
O 0.111 0.818 -1.844
H 0.365 1.876 0.420
H 0.728 0.521 1.442
H -0.916 0.838 0.980
H 1.388 -0.141 -0.709
H -0.220 -1.775 0.545
H -0.009 -2.190 -1.170
H -1.398 -1.342 -0.528
C -0.120 -1.467 -4.383
O -0.971 -0.562 -4.206
N -0.342 -2.582 -3.732
N 1.008 -1.372 -5.134
H -1.114 -2.934 -3.183
H 0.450 -3.199 -3.843
H 1.374 -2.179 -5.620
H 1.403 -0.467 -5.345
C -3.678 0.642 -1.552
O -2.773 0.522 -2.351
N -4.930 0.307 -1.700
N -3.490 1.242 -0.380
H -5.274 -0.050 -2.581
H -5.573 0.296 -0.921
H -2.548 1.238 -0.016
H -4.248 1.249 0.288
C -3.371 -4.125 -1.613
O -2.560 -4.025 -2.500
N -3.735 -5.323 -1.092
N -4.033 -3.102 -1.101
H -3.414 -6.118 -1.626
H -4.492 -5.354 -0.423
H -4.673 -3.416 -0.385
H -3.838 -2.137 -1.322
C 2.746 -4.061 -0.656
C 2.984 -3.776 -2.115
C 3.382 -2.354 -2.456
O 3.862 -4.706 -2.788
H 2.480 -5.113 -0.546
H 1.900 -3.529 -0.220
H 3.642 -3.926 -0.050
H 1.973 -3.872 -2.510
H 2.955 -1.638 -1.754
H 3.006 -2.063 -3.437
H 4.471 -2.378 -2.477
H 3.617 -5.629 -2.688
C 0.933 1.903 4.478
C 1.770 3.125 4.257
C 1.415 4.021 3.048
O 1.567 3.924 5.406
H -0.108 2.105 4.730
H 1.350 1.291 5.277
H 0.997 1.253 3.605
H 2.831 2.896 4.159
H 2.055 4.903 3.095
H 0.359 4.283 2.982
H 1.656 3.535 2.103
H 1.860 3.407 6.159
C -1.522 -0.744 4.369
C -2.995 -0.986 4.021
C -3.019 -1.703 2.602
O -3.827 -1.609 4.981
H -1.280 -1.757 4.693
H -1.533 0.028 5.138
H -1.002 -0.480 3.448
H -3.563 -0.087 3.780
H -3.952 -1.811 2.049
H -2.679 -2.737 2.654
H -2.460 -1.193 1.818
H -3.560 -2.385 5.480
C -0.736 5.082 -1.929
C -1.843 4.181 -1.537
C -3.218 4.784 -1.225
O -2.007 3.147 -2.570
H -0.270 5.566 -1.071
H -1.171 5.834 -2.588
H 0.114 4.685 -2.483
H -1.414 3.724 -0.646
H -4.024 4.073 -1.047
H -3.536 5.407 -2.061
H -2.970 5.426 -0.380
H -2.767 3.383 -3.106
C 4.123 -0.781 1.034
C 5.148 0.327 1.079
C 4.270 1.608 1.231
O 5.974 0.281 2.228
H 3.364 -0.645 0.264
H 3.672 -0.828 2.026
H 4.652 -1.725 0.901
H 5.726 0.395 0.157
H 4.912 2.478 1.090
H 3.696 1.658 2.156
H 3.639 1.865 0.380
H 6.546 -0.466 2.035
*
```

HOMO energy (alpha / beta)   -0.5783 / -0.5783 hartree
<S²>   0.75
DFT total energy   -4713.9375 a.u.
LUMO level (alpha / beta)   -10.78 / -13.26 eV
Max |F|   0.117 Eh/bohr

=====

(7)
Here is 2 unconnected molecules or ions with the total composition C3H4ClN5 from OMol25. Energies are from ωB97M-V with the def2-TZVPD basis set.

Structure (ORCA input):
```
! RIJCOSX wB97M-V def2-TZVPD def2/J DEFGRID3
* xyz 0 1
C 0.081 -0.599 -2.193
C 0.828 -0.397 -1.067
C 0.176 0.292 1.152
N -1.219 -0.343 -1.894
N -1.334 -0.001 -0.685
N 2.283 0.250 1.679
N -0.086 -0.016 -0.115
N -0.715 0.665 2.025
Cl 2.316 0.698 3.229
H 0.371 -0.904 -3.176
H 1.864 -0.475 -0.818
H -0.415 0.887 2.963
H -1.696 0.740 1.776
*
```

HOMO energy (alpha / beta)   -0.2804 / -0.2797 hartree
Energy relative to the best compared isomer or geometry (same formula, charge and spin)   59.43 kcal per mole
DFT total energy   -850.4712 a.u.
LUMO level (alpha / beta)   -0.36 / -0.36 eV
Max |F|   0.079 Eh/bohr